C31H76N14O31P | ωB97M-V with the def2-TZVPD basis set

Results
Gap between HOMO and LUMO: 9.211 eV
Charge: +1
HOMO: -11.8713 eV
2S+1: 1

Geometry as XYZ:
```
153
C31H76N14O31P | the Open Molecules 2025 dataset | ωB97M-V with the def2-TZVPD basis set
C 0.40 -5.84 4.29
C 1.69 -4.83 4.64
O 1.59 -3.49 4.69
O 2.98 -5.55 4.89
C 3.48 -5.99 3.56
C 3.99 -4.64 2.78
C 3.07 -4.25 1.48
C 3.72 -2.89 0.80
C 2.57 -1.71 0.49
C 1.44 -2.12 -0.57
N 1.65 -1.94 -2.05
C 0.46 -2.75 -2.61
C -0.36 -2.17 -3.87
C 0.23 -2.61 -5.37
C 0.82 -1.35 -6.24
O 1.05 -1.87 -7.63
C 2.40 -2.51 -7.70
O 2.56 -3.83 -7.94
C 1.78 -0.55 -2.57
C 3.15 0.27 -2.20
C 2.86 1.74 -1.45
C 4.33 2.13 -0.73
C 1.78 1.68 -0.23
P 3.10 -2.84 -2.69
O 3.25 -2.66 -4.29
H 0.17 -5.65 3.15
H -0.52 -5.64 4.98
H 0.77 -6.97 4.37
H 2.72 -6.65 2.96
H 4.44 -6.66 3.75
H 5.11 -4.76 2.38
H 4.00 -3.71 3.50
H 1.92 -4.15 1.70
H 3.20 -5.11 0.68
H 4.40 -2.41 1.65
H 4.43 -3.10 -0.10
H 2.00 -1.64 1.55
H 3.10 -0.69 0.39
H 1.25 -3.28 -0.40
H 0.43 -1.54 -0.30
H 0.86 -3.83 -2.91
H -0.37 -2.97 -1.78
H -0.63 -1.01 -3.83
H -1.43 -2.69 -3.84
H 0.99 -3.53 -5.28
H -0.67 -3.06 -6.01
H 1.89 -0.97 -5.88
H 0.01 -0.51 -6.27
H 3.40 -1.90 -7.52
H 0.78 0.03 -2.24
H 1.75 -0.47 -3.77
H 3.73 0.59 -3.19
H 3.93 -0.32 -1.57
H 2.66 2.56 -2.26
H 5.08 2.61 -1.48
H 4.16 2.85 0.20
H 4.86 1.17 -0.28
H 1.15 0.69 -0.16
H 2.37 1.76 0.80
H 1.11 2.66 -0.30
H 4.34 -2.37 -2.15
H 2.96 -4.26 -2.35
C -2.06 -8.60 1.58
N -0.86 -7.88 1.07
O -0.72 -7.81 -0.16
O -0.10 -7.41 1.91
H -2.64 -8.97 0.73
H -1.71 -9.44 2.19
H -2.64 -7.90 2.17
C -1.47 4.48 -2.61
N -0.71 3.20 -2.53
O 0.20 3.02 -3.35
O -1.05 2.41 -1.64
H -1.06 5.07 -3.43
H -2.51 4.23 -2.79
H -1.34 5.00 -1.66
C 5.49 -9.39 1.99
N 4.24 -8.61 1.79
O 4.26 -7.72 0.93
O 3.27 -8.90 2.50
H 6.25 -9.03 1.30
H 5.80 -9.25 3.03
H 5.25 -10.44 1.80
C -3.67 3.76 1.16
N -3.75 5.07 0.46
O -3.66 6.09 1.16
O -3.91 5.04 -0.77
H -3.54 3.94 2.23
H -4.60 3.23 0.97
H -2.81 3.22 0.75
C 6.92 -3.11 -4.04
N 7.20 -3.04 -2.58
O 7.83 -2.05 -2.18
O 6.78 -3.96 -1.88
H 7.34 -2.23 -4.53
H 7.38 -4.02 -4.42
H 5.83 -3.13 -4.16
C -3.32 -4.93 -0.38
N -3.03 -4.85 1.08
O -2.40 -3.87 1.49
O -3.45 -5.78 1.78
H -2.89 -4.05 -0.87
H -2.85 -5.84 -0.76
H -4.40 -4.95 -0.50
C -4.08 -0.52 3.25
N -4.16 0.80 2.55
O -4.07 1.81 3.25
O -4.31 0.76 1.33
H -3.94 -0.34 4.32
H -5.01 -1.05 3.07
H -3.22 -1.05 2.84
C -6.53 6.06 3.28
N -6.77 4.65 2.87
O -7.14 4.44 1.71
O -6.58 3.78 3.74
H -6.74 6.71 2.42
H -7.21 6.28 4.10
H -5.49 6.15 3.58
C -10.31 4.86 6.25
N -9.12 5.59 5.74
O -8.98 5.65 4.51
O -8.35 6.06 6.59
H -10.90 4.50 5.40
H -9.96 4.03 6.86
H -10.90 5.57 6.84
C 2.25 3.42 -5.38
N 3.52 4.01 -5.87
O 4.21 4.63 -5.05
O 3.80 3.82 -7.06
H 2.13 3.66 -4.32
H 1.44 3.85 -5.96
H 2.31 2.34 -5.52
C -6.16 8.69 -0.32
N -6.58 9.26 0.99
O -7.40 8.62 1.65
O -6.07 10.34 1.31
H -6.68 7.75 -0.48
H -6.42 9.41 -1.10
H -5.08 8.53 -0.28
C -1.89 10.62 0.88
N -2.20 9.52 -0.07
O -1.88 8.37 0.27
O -2.75 9.84 -1.13
H -1.41 10.19 1.76
H -1.22 11.31 0.37
H -2.83 11.10 1.14
C 5.02 2.60 3.33
N 3.82 3.47 3.27
O 3.44 3.84 2.15
O 3.29 3.77 4.35
H 5.38 2.42 2.31
H 5.78 3.12 3.92
H 4.72 1.66 3.80
```



C31H76NO15 | ωB97M-V with the def2-TZVPD basis set

Results
Gap between HOMO and LUMO: 5.245 eV
Relative energy (zero: lowest compared OMol25 entry of this formula, charge and spin): 484.3 kJ/mol
Charge: -1
HOMO: -3.8153 eV
2S+1: 1

Geometry as XYZ:
```
123
C31H76NO15 | the Open Molecules 2025 dataset | ωB97M-V with the def2-TZVPD basis set
C 4.71 -0.30 -0.25
C 3.56 -1.47 -0.34
C 4.27 -2.71 -1.11
C 3.23 -1.81 1.22
C 2.33 -0.81 -1.12
C 1.21 -1.80 -1.68
C 1.51 -2.13 -3.22
C 0.98 -3.15 -0.83
C -0.20 -0.98 -1.58
C -0.69 -0.59 -0.13
C -2.06 0.16 0.05
C -2.96 0.52 -1.19
O -4.23 1.18 -0.95
C -5.16 0.04 -0.74
C -6.67 0.51 -0.45
O -7.51 -0.58 -0.96
C -8.75 -0.61 -0.17
C -10.02 -1.04 -1.04
C -10.35 -2.61 -1.02
N -10.43 -3.17 0.38
C -11.84 -2.84 -1.66
O -12.84 -2.08 -1.37
O -11.98 -3.87 -2.57
C -2.44 0.15 -2.60
C -1.08 -0.60 -2.80
H 5.57 -0.72 0.39
H 4.31 0.66 0.23
H 5.18 -0.10 -1.29
H 3.85 -3.70 -0.69
H 5.39 -2.72 -0.80
H 4.24 -2.64 -2.25
H 4.23 -1.78 1.80
H 2.52 -1.01 1.64
H 2.82 -2.87 1.35
H 2.79 -0.26 -2.04
H 1.92 0.05 -0.45
H 1.70 -1.15 -3.80
H 0.57 -2.60 -3.70
H 2.38 -2.86 -3.33
H -0.05 -3.57 -1.15
H 1.74 -3.95 -1.16
H 0.95 -3.01 0.30
H -0.04 -0.87 0.78
H -2.40 0.45 1.10
H -5.16 -0.63 -1.68
H -4.77 -0.53 0.18
H -6.93 1.52 -0.92
H -6.84 0.53 0.69
H -8.64 -1.26 0.79
H -8.93 0.50 0.16
H -9.91 -0.70 -2.14
H -10.94 -0.52 -0.55
H -9.63 -3.20 -1.69
H -11.40 -3.07 0.73
H -10.30 -4.20 0.32
H -3.11 0.45 -3.49
H -0.78 -0.86 -3.87
C 7.87 -2.29 -2.00
O 7.23 -1.09 -2.42
H 7.59 -2.49 -0.97
H 7.55 -3.12 -2.63
H 8.95 -2.17 -2.06
H 7.49 -0.94 -3.33
C 4.95 1.13 3.43
O 5.48 -0.17 3.20
H 4.67 1.57 2.47
H 4.06 1.06 4.06
H 5.70 1.76 3.91
H 5.72 -0.54 4.06
C 9.03 1.21 -0.26
O 10.25 1.37 -0.98
H 9.20 0.51 0.56
H 8.72 2.17 0.15
H 8.26 0.81 -0.93
H 10.07 1.99 -1.70
C -10.73 3.29 1.66
O -10.32 2.20 0.85
H -10.27 3.19 2.65
H -10.41 4.23 1.21
H -11.81 3.28 1.77
H -10.74 2.32 -0.01
C 9.21 2.74 3.17
O 8.73 3.74 2.28
H 8.36 2.25 3.64
H 9.79 2.01 2.61
H 9.84 3.20 3.94
H 9.50 4.16 1.88
C 1.46 -3.34 4.13
O 1.01 -2.42 3.14
H 2.49 -3.11 4.38
H 0.83 -3.25 5.02
H 1.40 -4.36 3.73
H 0.10 -2.65 2.93
C 8.38 6.95 2.90
O 9.59 7.11 2.18
H 8.54 6.25 3.71
H 8.06 7.92 3.30
H 7.61 6.55 2.23
H 9.42 7.74 1.46
C -1.22 -5.93 0.92
O -0.06 -5.17 1.25
H -2.01 -5.24 0.63
H -1.00 -6.60 0.09
H -1.54 -6.50 1.79
H 0.63 -5.80 1.51
C -14.25 4.26 4.09
O -13.03 4.39 3.38
H -14.11 3.56 4.91
H -14.55 5.23 4.49
H -15.02 3.88 3.42
H -13.18 5.02 2.66
C 1.00 1.38 -4.94
O 1.42 0.30 -5.76
H 1.48 1.28 -3.96
H 1.31 2.32 -5.40
H -0.08 1.35 -4.82
H 0.99 0.41 -6.62
C 6.14 2.39 -2.86
O 6.84 3.25 -1.98
H 6.41 1.36 -2.63
H 5.06 2.52 -2.73
H 6.42 2.62 -3.89
H 6.58 4.15 -2.20
```



C31H80F12N5O4P2 | ωB97M-V with the def2-TZVPD basis set

Results
Gap between HOMO and LUMO: 9.277 eV
Relative energy (zero: lowest compared OMol25 entry of this formula, charge and spin): 0.0 kJ/mol
Charge: +3
HOMO: -15.4875 eV
2S+1: 1

Geometry as XYZ:
```
134
C31H80F12N5O4P2 | the Open Molecules 2025 dataset | ωB97M-V with the def2-TZVPD basis set
C 0.06 15.90 -14.15
N 0.11 15.21 -12.78
C 1.46 15.16 -12.11
C -0.83 16.04 -11.87
C -0.59 13.84 -13.00
C -0.74 12.95 -11.75
O 0.43 12.39 -11.16
H 0.59 16.86 -14.11
H -0.93 16.22 -14.46
H 0.55 15.24 -14.87
H 1.29 14.75 -11.11
H 1.70 16.20 -11.93
H 2.19 14.62 -12.71
H -0.37 17.01 -11.67
H -0.89 15.62 -10.87
H -1.85 16.07 -12.25
H 0.02 13.42 -13.81
H -1.54 13.99 -13.51
H -1.24 12.03 -12.06
H -1.34 13.46 -11.00
H 0.68 11.66 -11.74
C -5.11 18.86 -17.18
N -4.84 20.25 -17.76
C -5.84 20.47 -18.87
C -5.03 21.26 -16.60
C -3.40 20.34 -18.35
C -2.86 21.68 -18.72
O -2.38 22.28 -17.51
H -5.04 18.03 -17.88
H -6.12 18.86 -16.78
H -4.38 18.75 -16.37
H -5.67 19.83 -19.73
H -5.63 21.47 -19.25
H -6.83 20.42 -18.43
H -6.04 21.18 -16.20
H -4.77 22.27 -16.89
H -4.26 21.05 -15.86
H -3.51 19.65 -19.18
H -2.73 19.81 -17.68
H -3.57 22.35 -19.21
H -1.97 21.57 -19.34
H -1.63 22.86 -17.70
C -6.91 14.31 -11.24
N -7.77 14.76 -12.42
C -8.57 13.54 -12.94
C -8.78 15.82 -11.93
C -6.88 15.25 -13.60
C -6.04 16.53 -13.40
O -4.99 16.17 -12.56
H -7.61 14.02 -10.46
H -6.34 15.19 -10.92
H -6.32 13.42 -11.46
H -7.83 12.77 -13.17
H -9.00 13.85 -13.89
H -9.31 13.18 -12.24
H -8.15 16.68 -11.68
H -9.39 15.42 -11.12
H -9.32 16.02 -12.85
H -7.63 15.43 -14.37
H -6.27 14.38 -13.84
H -6.59 17.36 -12.96
H -5.59 16.86 -14.33
H -4.30 16.82 -12.69
C -6.16 22.63 -9.52
N -7.30 21.73 -10.09
C -8.64 22.27 -9.55
C -7.41 21.98 -11.55
C -7.05 20.23 -9.73
C -5.90 19.51 -10.43
O -4.66 20.08 -10.18
H -6.30 23.70 -9.70
H -5.21 22.35 -9.96
H -6.10 22.42 -8.45
H -8.83 21.83 -8.58
H -9.40 21.90 -10.23
H -8.60 23.36 -9.45
H -8.19 21.36 -11.99
H -6.43 21.82 -12.01
H -7.77 22.99 -11.75
H -8.01 19.83 -10.08
H -7.04 20.21 -8.65
H -6.20 19.50 -11.48
H -5.95 18.51 -9.97
H -4.01 19.82 -10.85
C 5.72 24.73 -11.06
C 4.33 24.50 -10.43
C 3.53 23.50 -11.21
C 2.27 23.03 -10.47
N 1.78 21.65 -10.95
C 0.50 21.22 -10.17
C 0.79 20.00 -9.28
C 1.99 19.38 -9.95
C 2.79 20.56 -10.52
C 1.51 21.68 -12.46
C 0.64 22.78 -13.04
C 0.32 22.65 -14.50
H 6.17 25.63 -10.65
H 5.61 24.70 -12.14
H 6.39 23.89 -10.88
H 3.80 25.45 -10.43
H 4.44 24.28 -9.37
H 4.13 22.61 -11.42
H 3.37 24.04 -12.14
H 1.54 23.84 -10.55
H 2.50 22.90 -9.41
H -0.22 20.88 -10.92
H 0.09 22.12 -9.73
H -0.11 19.38 -9.23
H 0.88 20.42 -8.28
H 1.69 18.67 -10.71
H 2.68 18.84 -9.30
H 3.51 20.36 -11.31
H 3.34 21.13 -9.77
H 1.20 20.64 -12.62
H 2.50 21.70 -12.92
H 0.87 23.81 -12.75
H -0.33 22.69 -12.54
H -0.55 23.27 -14.73
H 0.15 21.64 -14.87
H 1.17 23.05 -15.06
P -2.70 19.19 -13.26
F -2.55 20.23 -14.51
F -1.06 18.89 -13.30
F -2.36 20.27 -12.06
F -2.95 18.07 -12.12
F -4.29 19.50 -13.19
F -2.88 17.99 -14.37
P -2.17 23.82 -9.24
F -0.67 24.16 -9.72
F -1.67 22.50 -8.35
F -1.85 24.70 -7.87
F -3.65 23.62 -8.61
F -2.66 25.07 -10.06
F -2.51 22.94 -10.58
```



Here are the calculated electronic energy numbers, same order: -4665.2421, -2409.6626, -3684.4241 (a.u.).